one) This record from the Open Molecules 2025 dataset describes a cluster of 2 separate species, C4H14N2O in total. The level of theory is ωB97M-V/def2-TZVPD.

Calculated values
* SMILES string: NCCCCN.O
* total charge: 0
* HOMO level: -8.9 eV
* orbital gap: 0.364 hartree

Last columns: bonded neighbours and bond lengths (Å).
Cartesian coordinates (Å):
1 N -1.55 -0.42 -1.31  C2 1.466, H7 1.009, H8 1.006
2 C -0.43 -1.32 -1.01  N1 1.466, C3 1.520, H9 1.091, H10 1.091
3 C 0.93 -0.65 -1.05  C2 1.520, C4 1.524, H11 1.094, H12 1.097
4 C 1.30 0.35 0.04  C3 1.524, C5 1.526, H13 1.088, H14 1.094
5 C 1.23 -0.17 1.47  C4 1.526, N6 1.462, H15 1.095, H16 1.086
6 N -0.16 -0.21 1.95  C5 1.462, H17 1.013, H18 1.015
7 H -2.15 -0.88 -1.98  N1 1.009
8 H -1.31 0.51 -1.62  N1 1.006
9 H -0.62 -1.71 -0.01  C2 1.091
10 H -0.45 -2.18 -1.67  C2 1.091
11 H 1.65 -1.47 -0.99  C3 1.094
12 H 1.09 -0.22 -2.04  C3 1.097
13 H 2.29 0.71 -0.21  C4 1.088
14 H 0.66 1.24 -0.02  C4 1.094
15 H 1.87 0.47 2.09  C5 1.095
16 H 1.58 -1.19 1.49  C5 1.086
17 H -0.47 0.73 2.19  N6 1.013
18 H -0.20 -0.76 2.79  N6 1.015
19 O -1.52 2.65 -0.24  H20 0.963, H21 0.965
20 H -1.77 2.66 0.69  O19 0.963
21 H -1.98 1.87 -0.58  O19 0.965

---

two) This record from the Open Molecules 2025 dataset describes a cluster of 2 separate species, C4H14N2O in total. The level of theory is ωB97M-V/def2-TZVPD.

Calculated values
* SMILES string: CNCCCN.O
* total charge: 0
* HOMO level: -9.2 eV
* orbital gap: 0.376 hartree

Last columns: bonded neighbours and bond lengths (Å).
Cartesian coordinates (Å):
1 C -2.40 0.23 -0.54  N2 1.469, H7 1.088, H8 1.088, H9 1.085
2 N -0.96 0.05 -0.80  C1 1.469, C3 1.471, H10 1.022
3 C -0.19 1.20 -0.31  N2 1.471, C4 1.512, H11 1.099, H12 1.088
4 C 1.29 0.99 -0.55  C3 1.512, C5 1.529, H13 1.095, H14 1.092
5 C 1.89 -0.26 0.09  C4 1.529, N6 1.451, H15 1.087, H16 1.098
6 N 1.60 -0.32 1.51  C5 1.451, H17 1.007, H18 1.005
7 H -2.70 1.27 -0.65  C1 1.088
8 H -2.57 -0.03 0.50  C1 1.088
9 H -2.96 -0.45 -1.17  C1 1.085
10 H -0.81 0.00 -1.81  N2 1.022
11 H -0.50 2.11 -0.83  C3 1.099
12 H -0.44 1.28 0.74  C3 1.088
13 H 1.48 0.97 -1.62  C4 1.095
14 H 1.84 1.88 -0.23  C4 1.092
15 H 1.41 -1.12 -0.37  C5 1.087
16 H 2.96 -0.28 -0.17  C5 1.098
17 H 2.02 0.45 2.02  N6 1.007
18 H 1.79 -1.23 1.89  N6 1.005
19 O -1.02 -2.56 0.59  H20 0.978, H21 0.960
20 H -0.86 -1.68 0.18  O19 0.978
21 H -0.88 -2.51 1.54  O19 0.960

---

Structures ranked by computed energy, the most stable listed first: two), one).